# 1
A 2-piece molecular cluster, C2H6IP overall, computed with the ωB97M-V functional and the def2-TZVPD basis.

The geometry in ORCA input format:
```
! wB97M-V def2-TZVPD RIJCOSX def2/J DEFGRID3
* xyz 0 1
C -1.06 0.77 -0.88
C 1.34 -0.65 0.97
P -0.70 -1.02 -0.59
I 2.80 0.38 -0.14
H -0.19 1.23 -1.34
H -1.31 1.29 0.04
H -1.90 0.84 -1.57
H 0.91 -0.04 1.74
H 1.64 -1.64 1.25
H -1.54 -1.16 0.52
*
```

## Properties
HOMO-LUMO gap in eV: 8.19

# 2
One molecule with the formula C6H6NP, computed with the ωB97M-V functional and the def2-TZVPD basis.

The geometry in ORCA input format:
```
! wB97M-V def2-TZVPD RIJCOSX def2/J DEFGRID3
* xyz 0 1
C -3.35 -0.02 -0.18
C -0.94 -1.31 0.26
C 0.52 -1.04 0.37
C -1.55 -0.18 -0.04
C 0.82 0.24 0.09
C 2.25 0.73 0.02
N -4.48 -0.08 -0.21
P -0.61 1.38 0.07
H -1.46 -2.34 0.54
H 1.29 -1.79 0.62
H 2.87 0.30 -0.89
H 2.74 0.52 0.93
H 2.31 1.75 -0.20
H -0.42 1.84 -1.38
*
```

## Properties
HOMO-LUMO gap in eV: 9.24
SMILES: CC1=[PH]=C(C#N)C=C1

Record order is preserved below.
LUMO: -0.0068, -0.0047 Eh
Record order is preserved below.
HOMO: -0.3078, -0.3443 Eh
Record order is preserved below.
Energy relative to the best compared isomer or geometry (same formula, charge and spin): 1.154, 0.000 eV